Molecular formula: C19H23FN4O2
Method: DFT, ωB97M-V/def2-TZVPD

Summary:
**Structure (SMILES)**: O=C(NCCc1cn[nH]c1)[C@H]1CCC(=O)N(CCc2cccc(F)c2)C1
**Energy relative to the best compared isomer or geometry (same formula, charge and spin)**: 66.1 kJ/mol
**Gap between HOMO and LUMO**: 0.3607 Ha
**Total energy**: -32850.617 eV

Each line ends with the natural charge from an NBO analysis.
CARTESIAN COORDINATES (ANGSTROEM)
1 O -3.59039 0.34115 0.89549  -0.630
2 C -2.46413 0.18032 0.47815  0.696
3 N -1.91646 -1.03615 0.27574  -0.627
4 C -2.62286 -2.26860 0.54404  -0.213
5 C -2.67100 -3.17126 -0.69432  -0.420
6 C -1.29488 -3.53046 -1.14553  -0.150
7 C -0.63813 -3.10618 -2.31357  -0.066
8 N 0.59317 -3.57799 -2.36870  -0.274
9 N 0.75067 -4.30009 -1.26623  -0.312
10 C -0.35266 -4.30161 -0.49419  -0.060
11 C -1.50585 1.33857 0.20401  -0.326
12 C -2.25147 2.63720 -0.07825  -0.382
13 C -1.24064 3.73814 -0.35894  -0.498
14 C -0.05077 3.78744 0.58222  0.690
15 O 0.70152 4.74560 0.58820  -0.647
16 N 0.17526 2.71649 1.37709  -0.450
17 C 1.35161 2.73903 2.22676  -0.200
18 C 2.63754 2.46052 1.42242  -0.442
19 C 2.43097 1.31705 0.47441  0.012
20 C 2.09963 1.56576 -0.85279  -0.244
21 C 1.84641 0.52591 -1.73022  -0.179
22 C 1.91149 -0.78861 -1.29991  -0.320
23 C 2.23362 -1.02151 0.02411  0.386
24 F 2.28252 -2.30285 0.46936  -0.339
25 C 2.49538 0.00068 0.91595  -0.269
26 C -0.67474 1.54959 1.46885  -0.193
27 H -0.98757 -1.11991 -0.10847  0.405
28 H -2.12692 -2.79852 1.36551  0.185
29 H -3.63042 -1.98811 0.85729  0.240
30 H -3.19238 -2.65308 -1.50051  0.220
31 H -3.23318 -4.07281 -0.44234  0.221
32 H -1.01867 -2.48514 -3.10009  0.211
33 H 1.63733 -4.73853 -1.07411  0.414
34 H -0.39543 -4.83545 0.43304  0.220
35 H -0.84333 1.09269 -0.63255  0.220
36 H -2.92085 2.51427 -0.93106  0.220
37 H -2.86643 2.88333 0.78848  0.220
38 H -0.82161 3.61287 -1.36249  0.225
39 H -1.71304 4.72163 -0.33636  0.242
40 H 1.21805 1.99343 3.01183  0.196
41 H 1.43257 3.72968 2.68177  0.232
42 H 2.88306 3.35989 0.85837  0.239
43 H 3.44752 2.24741 2.12099  0.217
44 H 2.04498 2.58765 -1.19679  0.224
45 H 1.59778 0.73449 -2.75976  0.218
46 H 1.72135 -1.61414 -1.96833  0.256
47 H 2.75045 -0.23329 1.93863  0.220
48 H -0.04123 0.67491 1.64719  0.212
49 H -1.35733 1.65661 2.32487  0.199

Atoms 1-2, force components in eV/Å:
-0.4 0.2 0.2
0.6 0.3 -0.2

=====

Molecular formula: C19H23IrN7O2S2
Method: DFT, ωB97M-V/def2-TZVPD

Summary:
**Spin multiplicity**: 2
**Energy relative to the best compared isomer or geometry (same formula, charge and spin)**: 36.0 kJ/mol
**Charge**: +2
**Gap between HOMO and LUMO (spin up / spin down)**: 0.2892 / 0.2043 Ha
**Total energy**: -59098.085 eV
**⟨S²⟩**: 0.772

Each line ends with the Mulliken spin population.
CARTESIAN COORDINATES (ANGSTROEM)
1 Ir 0.43715 -1.15854 -0.57925  0.051
2 N 0.32876 -2.88529 -1.77918  0.009
3 C -0.15299 -4.04964 -0.99706  0.008
4 C -1.36821 -3.59932 -0.20228  -0.004
5 N -1.10915 -2.34076 0.54828  0.009
6 C -0.69761 -2.58817 1.94611  -0.002
7 C 0.78917 -2.89829 1.99592  0.000
8 N 1.45045 -1.77750 1.31861  0.004
9 H 1.18614 -3.08590 -2.29147  0.005
10 H -0.36661 -2.68695 -2.49366  -0.001
11 H -0.41726 -4.87723 -1.65691  0.000
12 H 0.66082 -4.38360 -0.35872  0.001
13 H -2.20497 -3.41212 -0.87636  -0.002
14 H -1.67361 -4.38790 0.48771  0.001
15 H -1.98126 -1.82120 0.58889  0.001
16 H -0.92504 -1.68443 2.51542  0.001
17 H -1.28180 -3.40511 2.37248  0.000
18 H 1.13671 -3.02272 3.02152  0.000
19 H 1.02465 -3.81218 1.45698  0.000
20 H 1.40170 -0.98232 1.94958  0.000
21 H 2.43352 -1.94689 1.12966  -0.003
22 S 0.01238 0.15035 -2.43808  0.445
23 C 1.37667 1.15497 -2.44452  0.080
24 C 1.29924 2.43728 -3.02140  0.042
25 C 2.42177 3.22689 -3.04608  0.004
26 C 2.34203 4.55271 -3.58925  0.008
27 N 2.27729 5.61625 -4.01411  -0.001
28 C 3.64532 2.74070 -2.51148  0.093
29 C 3.73738 1.46798 -1.95711  -0.050
30 C 2.60928 0.66408 -1.91579  0.113
31 S 2.61392 -0.97188 -1.35272  0.129
32 C 4.80797 3.57449 -2.52068  -0.010
33 N 5.74478 4.23794 -2.49585  0.065
34 H 0.37043 2.81285 -3.42993  -0.002
35 H 4.68591 1.11999 -1.57367  -0.001
36 O -3.66619 -0.66820 1.25229  0.000
37 C -3.81361 0.36499 2.23353  0.000
38 N -4.04804 1.65950 1.67403  0.000
39 C -3.10772 2.53780 1.21238  -0.002
40 O -3.37313 3.63400 0.78753  0.000
41 C -1.66332 2.09711 1.25108  0.004
42 C -0.71945 2.87244 1.91461  -0.001
43 C 0.61575 2.50486 1.84062  0.006
44 C 0.96251 1.37740 1.12074  -0.001
45 N 0.05263 0.62153 0.49070  0.002
46 C -1.23385 1.00153 0.52954  -0.008
47 H -4.52570 -0.82030 0.84270  0.000
48 H -2.88753 0.35716 2.80562  0.000
49 H -4.63876 0.12183 2.90162  0.000
50 H -4.99448 2.01138 1.62496  0.000
51 H -1.02708 3.76077 2.45083  0.000
52 H 1.38765 3.08938 2.32028  0.000
53 H 2.00068 1.08712 1.00214  -0.004
54 H -1.93530 0.41112 -0.04078  0.011

Atoms 1-2, force components in eV/Å:
1.3 -0.4 0.3
0.1 -0.1 0.2

=====

Molecular formula: C19H23MnN4O8P
Method: DFT, ωB97M-V/def2-TZVPD

Summary:
**Spin multiplicity**: 6
**Energy relative to the best compared isomer or geometry (same formula, charge and spin)**: 78.0 kJ/mol
**Charge**: +2
**Gap between HOMO and LUMO (spin up / spin down)**: 0.1876 / 0.2134 Ha
**Total energy**: -83004.012 eV
**⟨S²⟩**: 9.010

Each line ends with the Mulliken spin population.
CARTESIAN COORDINATES (ANGSTROEM)
1 C -0.06125 -3.29346 -0.20519  -0.005
2 C -1.52923 -3.30958 0.17538  0.067
3 N -2.09923 -2.14690 0.50238  0.007
4 C -3.47551 -2.04185 0.61148  -0.067
5 C -4.22970 -3.24836 0.59797  0.193
6 C -3.60860 -4.47270 0.42020  -0.023
7 C -2.23165 -4.50951 0.18096  0.151
8 C -4.02523 -0.75015 0.69086  0.515
9 P -2.97957 0.67679 0.65475  -0.283
10 H -1.66975 -5.42751 0.03073  0.001
11 H -5.30342 -3.15613 0.73271  0.003
12 H -4.17224 -5.40503 0.45548  0.002
13 C 0.84290 -2.49008 1.96898  0.028
14 C 1.99620 -1.99496 -0.06380  0.020
15 H -5.10810 -0.69004 0.81293  -0.009
16 H 0.05011 -3.09935 -1.29147  -0.001
17 H 0.39245 -4.27214 0.01319  0.000
18 C -3.26312 1.68081 2.14947  0.028
19 C -3.54375 1.76599 -0.70214  0.028
20 H -2.59386 2.54978 2.13279  0.003
21 H -4.29630 2.04230 2.24136  -0.010
22 H -3.02543 1.08876 3.04077  0.004
23 H -2.89430 2.64796 -0.75580  0.003
24 H -3.48288 1.24866 -1.66682  0.004
25 H -4.57757 2.10689 -0.56479  -0.010
26 H 2.63908 -2.88775 0.07944  0.002
27 H 1.89909 -1.75593 -1.13297  0.000
28 H 2.46903 -1.11813 0.40404  -0.001
29 H 1.57086 -3.30014 2.10324  0.003
30 H 1.23889 -1.57916 2.43736  0.008
31 H -0.10622 -2.75256 2.43759  0.004
32 C -0.24657 1.42837 1.19248  0.003
33 O 0.19798 2.46272 1.38600  0.008
34 Mn -0.79709 -0.46058 0.25695  4.355
35 O -1.43014 -0.93855 -2.08444  0.044
36 H -1.02706 -0.10360 -2.43403  -0.005
37 H -2.35726 -0.95430 -2.32606  -0.001
38 N 0.66474 -2.21269 0.52170  -0.101
39 O 0.25691 1.32421 -2.52293  0.008
40 C 1.06969 1.11303 -1.58709  0.004
41 O 0.84317 0.31920 -0.60144  0.012
42 C 2.39918 1.83618 -1.44218  0.006
43 C 3.63026 1.29722 -0.96545  -0.001
44 C 4.65995 2.15808 -0.50952  0.000
45 C 4.45488 3.53186 -0.44048  0.001
46 C 3.23140 4.03812 -0.87353  0.000
47 C 2.22727 3.21310 -1.41129  0.002
48 N 2.86730 5.43408 -0.68643  0.000
49 O 3.68229 6.26794 -0.25994  0.000
50 O 1.69703 5.72932 -0.99463  0.000
51 N 5.94622 1.60153 -0.10536  0.000
52 O 6.13172 0.37092 -0.12956  0.000
53 O 6.81113 2.42499 0.23817  0.000
54 H 3.75190 0.22099 -0.91355  0.000
55 H 5.24448 4.16088 -0.07160  0.000
56 H 1.26893 3.63047 -1.72688  0.000

Atoms 1-2, force components in eV/Å:
0.2 0.2 0.4
0.6 0.3 0.2

=====

Molecular formula: C19H23N3O
Method: DFT, ωB97M-V/def2-TZVPD

Summary:
**Structure (SMILES)**: c1ccncc1.c1ccncc1.c1ccncc1.C1CCOC1
**Energy relative to the best compared isomer or geometry (same formula, charge and spin)**: 365.6 kJ/mol
**Gap between HOMO and LUMO**: 0.3693 Ha
**Total energy**: -26591.350 eV

Each line ends with the natural charge from an NBO analysis.
CARTESIAN COORDINATES (ANGSTROEM)
1 C -0.55143 1.32924 1.18453  -0.157
2 C -0.90376 0.54983 0.10060  -0.258
3 C -0.72615 -0.81979 0.24458  0.058
4 N -0.22208 -1.39352 1.35437  -0.434
5 C 0.10646 -0.57276 2.40483  0.024
6 C 0.07706 0.81162 2.36306  -0.267
7 H -0.71304 2.39680 1.20896  0.205
8 H -1.36256 1.03547 -0.74797  0.228
9 H -0.96649 -1.43282 -0.61147  0.198
10 H 0.57112 -1.03707 3.26210  0.184
11 H 0.25995 1.41540 3.23964  0.218
12 C 3.91103 0.37716 2.63282  -0.164
13 C 4.69913 0.10672 1.54704  -0.280
14 C 5.04843 1.16663 0.74404  0.022
15 N 4.53733 2.43326 0.89047  -0.416
16 C 3.71087 2.66412 1.93749  0.034
17 C 3.37849 1.64733 2.86287  -0.254
18 H 3.64218 -0.41575 3.31502  0.214
19 H 5.13943 -0.87909 1.52026  0.227
20 H 5.73942 1.19452 -0.08552  0.205
21 H 3.22596 3.62913 1.93524  0.196
22 H 2.74023 1.83374 3.71392  0.218
23 C 3.27826 -1.45320 -1.59381  -0.171
24 C 2.69278 -2.04287 -0.46196  -0.260
25 C 1.68026 -2.98238 -0.75421  0.037
26 N 1.38469 -3.49173 -1.99029  -0.421
27 C 1.99346 -2.91350 -2.98599  0.040
28 C 2.89243 -1.86552 -2.85410  -0.274
29 H 4.00721 -0.67081 -1.44252  0.214
30 H 3.03846 -1.89263 0.55013  0.224
31 H 1.20014 -3.42455 0.10623  0.205
32 H 1.75731 -3.27917 -3.97438  0.185
33 H 3.15644 -1.33047 -3.75433  0.217
34 C -5.64078 0.51648 -2.19354  -0.435
35 C -5.96753 1.43296 -1.00201  -0.417
36 C -4.64630 1.42305 -0.22372  -0.088
37 O -4.10158 0.14177 -0.54847  -0.544
38 C -4.80917 -0.55904 -1.52895  -0.067
39 H -5.01551 1.16909 -2.80284  0.202
40 H -6.60198 0.23709 -2.62497  0.221
41 H -6.86723 1.12286 -0.47053  0.196
42 H -6.31068 2.39993 -1.36985  0.208
43 H -5.01970 1.46428 0.79950  0.193
44 H -4.08810 2.27514 -0.61159  0.176
45 H -5.34816 -1.40746 -1.10733  0.173
46 H -4.00638 -0.90971 -2.17753  0.185

Atoms 1-2, force components in eV/Å:
1.1 0.6 1.6
0.1 0.5 1.2

=====

- Number 1 is which compound?
  C19H23FN4O2